# 1
6 unconnected molecules or ions with the total composition C42H80Cl2N7O10P3S at a distorted geometry, computed with ωB97M-V/def2-TZVPD.

Properties
Structure (SMILES): CCOP(=O)(CCC[C@@H](O[C@](CC)(N(C(C)=O)C(C)=O)P(O)(O)=S)[C@@](Cl)(OCCCCCCN)P(O)Cl)OCC.CCCC#N.CCCC#N.CCCC#N.CCCC#N.CCCC#N

The geometry in ORCA input format:
```
! RIJCOSX wB97M-V def2-TZVPD def2/J DEFGRID3
* xyz 0 1
C 3.793 -3.297 3.464
C 2.876 -4.174 2.547
O 2.435 -3.477 1.389
P 0.912 -2.943 1.540
O 0.032 -4.111 1.747
C 0.911 -1.827 2.995
C -0.263 -0.815 2.861
C 0.196 0.410 2.006
C -0.500 1.716 2.411
O 0.130 2.875 1.895
C 0.928 3.591 2.855
C 1.704 4.600 1.961
C 0.821 5.785 1.431
N 1.886 2.638 3.478
C 2.008 2.619 4.933
C 1.402 1.391 5.636
O 2.550 3.445 5.607
C 3.163 2.526 2.829
C 4.442 3.159 3.397
O 3.268 1.959 1.770
P -0.174 4.510 4.056
O -0.838 3.501 5.144
O -1.470 5.116 3.280
S 0.688 6.006 4.916
C -2.037 1.780 1.979
Cl -2.519 0.401 0.918
O -2.826 1.930 3.155
C -3.559 0.785 3.588
C -4.108 1.001 5.022
C -5.423 0.185 5.145
C -6.679 0.960 4.648
C -7.084 0.670 3.186
C -8.556 0.991 2.863
N -8.741 1.024 1.388
P -2.424 3.395 0.919
O -3.775 4.012 1.626
Cl -3.129 2.797 -0.948
O 0.553 -2.134 0.213
C -0.506 -2.707 -0.582
C -0.916 -1.761 -1.729
H 4.634 -3.890 3.844
H 3.222 -2.970 4.346
H 4.124 -2.408 2.916
H 3.477 -5.050 2.272
H 2.060 -4.535 3.187
H 0.693 -2.465 3.860
H 1.865 -1.297 3.096
H -0.634 -0.446 3.826
H -1.069 -1.341 2.333
H 1.262 0.519 2.252
H 0.167 0.210 0.932
H -0.546 1.689 3.510
H 2.030 4.113 1.038
H 2.522 5.081 2.509
H 0.790 6.630 2.119
H -0.163 5.391 1.158
H 1.287 6.113 0.491
H 1.061 0.675 4.880
H 0.600 1.727 6.299
H 2.202 0.889 6.196
H 4.997 3.572 2.546
H 4.234 4.001 4.064
H 5.081 2.422 3.895
H -1.775 3.356 4.924
H -1.840 5.789 3.877
H -2.952 -0.128 3.640
H -4.441 0.629 2.956
H -3.419 0.566 5.757
H -4.347 2.052 5.225
H -5.611 -0.046 6.204
H -5.342 -0.795 4.649
H -6.533 2.027 4.859
H -7.519 0.631 5.283
H -6.805 -0.350 2.884
H -6.487 1.344 2.546
H -9.239 0.219 3.236
H -8.848 1.993 3.200
H -8.578 0.093 1.013
H -7.999 1.594 0.987
H -3.647 4.080 2.582
H -0.182 -3.648 -1.043
H -1.399 -2.906 0.018
H -1.315 -2.329 -2.576
H -1.752 -1.148 -1.366
H -0.115 -1.073 -2.019
C 0.375 0.725 -5.308
C -0.215 -0.188 -6.377
C -1.738 -0.057 -6.502
C -2.436 -0.493 -5.296
N -2.984 -0.832 -4.345
H 0.001 0.474 -4.313
H 1.461 0.627 -5.289
H 0.135 1.772 -5.510
H 0.053 -1.217 -6.157
H 0.232 0.059 -7.333
H -2.083 -0.663 -7.343
H -2.010 0.977 -6.728
C 5.679 -0.051 -1.989
C 6.568 -0.561 -0.861
C 6.458 -2.073 -0.650
C 5.123 -2.475 -0.207
N 4.076 -2.792 0.153
H 4.622 -0.216 -1.773
H 5.824 1.020 -2.130
H 5.919 -0.549 -2.931
H 6.315 -0.034 0.063
H 7.607 -0.319 -1.090
H 7.184 -2.381 0.102
H 6.716 -2.598 -1.572
C -0.567 -3.811 -10.203
C 0.048 -2.599 -10.894
C 1.476 -2.303 -10.425
C 1.529 -1.925 -9.014
N 1.570 -1.634 -7.904
H -0.665 -3.654 -9.128
H -1.563 -4.007 -10.601
H 0.041 -4.704 -10.366
H -0.588 -1.727 -10.727
H 0.066 -2.777 -11.971
H 1.889 -1.486 -11.022
H 2.115 -3.172 -10.595
C 9.160 -2.268 4.664
C 8.164 -1.240 4.140
C 7.587 -1.609 2.771
C 8.607 -1.624 1.723
N 9.412 -1.640 0.904
H 10.035 -2.346 4.016
H 9.508 -1.984 5.658
H 8.700 -3.256 4.740
H 8.647 -0.262 4.090
H 7.340 -1.152 4.851
H 6.816 -0.885 2.498
H 7.099 -2.586 2.821
C -6.232 -1.715 -4.794
C -7.095 -0.564 -5.297
C -7.628 -0.795 -6.714
C -6.552 -0.850 -7.705
N -5.707 -0.898 -8.480
H -5.337 -1.838 -5.402
H -5.911 -1.523 -3.771
H -6.789 -2.655 -4.803
H -6.518 0.362 -5.262
H -7.944 -0.435 -4.623
H -8.309 0.015 -6.981
H -8.208 -1.719 -6.752
*
```

---

# 2
8 unconnected molecules or ions with the total composition C42H80F9N5O14S3 at a distorted geometry, computed with ωB97M-V/def2-TZVPD.

The geometry in ORCA input format:
```
! RIJCOSX wB97M-V def2-TZVPD def2/J DEFGRID3
* xyz 2 1
C 0.225 -2.148 0.808
C 1.073 -1.256 1.653
O 0.667 -0.156 1.999
N 2.241 -1.799 2.109
H 2.013 -3.290 3.221
H 2.764 -2.537 1.595
C 3.147 -1.013 2.991
H -0.751 -2.146 1.285
H 0.602 -3.171 0.816
H 0.108 -1.742 -0.175
H 3.561 -0.150 2.515
H 3.978 -1.650 3.179
H 2.601 -0.844 3.897
C -4.765 2.727 -1.844
C -5.413 2.019 -0.655
C -6.246 0.826 -1.006
C -6.644 0.023 0.263
C -5.404 -0.451 1.010
C -4.464 0.678 1.395
N -4.349 1.634 0.310
O -3.302 2.430 0.407
C -3.098 0.151 1.707
C -4.956 1.360 2.671
C -6.304 3.139 0.055
H -5.592 3.049 -2.483
H -4.192 1.971 -2.387
H -4.205 3.643 -1.659
H -5.669 0.103 -1.616
H -7.079 1.181 -1.591
H -7.222 -0.894 0.044
H -7.306 0.696 0.800
H -4.862 -1.104 0.331
H -5.576 -1.068 1.891
H -3.165 -0.689 2.400
H -2.469 0.961 2.006
H -2.698 -0.295 0.814
H -4.963 0.603 3.419
H -5.959 1.760 2.564
H -4.397 2.210 3.028
H -5.712 4.038 0.250
H -6.665 2.691 0.991
H -7.166 3.290 -0.662
C 3.859 3.636 -3.381
C 3.025 2.955 -2.311
C 2.461 3.944 -1.267
C 1.441 3.252 -0.390
C 0.349 2.686 -1.226
C 0.816 1.753 -2.319
N 2.037 2.209 -3.025
O 2.304 1.691 -4.051
C -0.243 1.504 -3.366
C 1.197 0.363 -1.711
C 4.042 1.916 -1.623
H 4.280 2.865 -4.043
H 4.696 4.289 -3.089
H 3.189 4.176 -4.047
H 1.907 4.722 -1.822
H 3.276 4.431 -0.731
H 1.093 3.972 0.330
H 1.904 2.406 0.110
H -0.200 3.511 -1.731
H -0.462 2.197 -0.630
H -1.180 1.322 -2.841
H 0.011 0.785 -4.144
H -0.279 2.395 -3.968
H 0.198 -0.037 -1.550
H 1.853 0.487 -0.856
H 1.764 -0.193 -2.430
H 4.780 2.611 -1.265
H 4.409 1.215 -2.381
H 3.638 1.298 -0.829
C 2.834 -4.617 -6.192
C 3.209 -4.110 -4.798
C 2.733 -2.716 -4.555
C 1.235 -2.650 -4.211
C 0.805 -3.597 -3.089
C 1.215 -5.037 -3.312
N 2.689 -5.190 -3.794
O 3.246 -6.102 -3.594
C 0.238 -5.669 -4.324
C 1.013 -5.916 -2.062
C 4.722 -4.246 -4.790
H 1.779 -4.475 -6.476
H 3.236 -5.608 -6.354
H 3.293 -3.882 -6.871
H 3.075 -2.139 -5.422
H 3.195 -2.302 -3.657
H 0.691 -2.855 -5.149
H 0.912 -1.643 -3.935
H -0.268 -3.538 -2.851
H 1.297 -3.280 -2.171
H 0.061 -5.153 -5.249
H -0.697 -5.469 -3.806
H 0.435 -6.720 -4.516
H -0.008 -5.817 -1.673
H 1.679 -5.599 -1.256
H 1.289 -6.919 -2.349
H 4.979 -5.287 -5.050
H 5.086 -3.989 -3.810
H 5.253 -3.568 -5.472
C 0.646 3.708 6.628
C 0.896 4.646 5.421
C 1.562 3.946 4.280
C 0.691 2.928 3.494
C -0.607 3.575 3.047
C -1.380 4.252 4.188
N -0.499 5.127 4.987
O -1.009 6.096 5.627
C -2.075 3.251 5.184
C -2.609 5.064 3.666
C 1.606 5.874 5.973
H 0.238 2.745 6.371
H 0.065 4.146 7.449
H 1.581 3.602 7.162
H 2.463 3.475 4.674
H 1.886 4.583 3.467
H 0.525 1.994 4.003
H 1.167 2.626 2.566
H -1.351 2.879 2.658
H -0.357 4.395 2.386
H -1.351 2.583 5.650
H -2.694 2.661 4.515
H -2.676 3.738 5.945
H -3.070 5.546 4.524
H -3.284 4.399 3.131
H -2.375 5.893 2.985
H 2.569 5.594 6.461
H 0.973 6.354 6.731
H 1.719 6.551 5.150
C -4.233 -2.018 -2.479
F -5.081 -2.273 -1.457
F -3.945 -3.180 -3.062
F -4.787 -1.248 -3.403
S -2.775 -1.279 -1.826
O -3.205 0.046 -1.439
O -2.408 -2.030 -0.686
O -1.925 -1.327 -2.954
C 0.958 -5.604 2.731
F 1.968 -5.429 1.800
F -0.279 -5.182 2.317
F 0.942 -6.916 2.920
S 1.302 -4.917 4.443
O 0.032 -4.977 5.030
O 2.440 -5.616 4.850
O 1.546 -3.461 4.066
C 5.624 -2.535 -0.767
F 6.316 -3.564 -0.364
F 5.718 -1.475 0.026
F 6.045 -2.173 -2.000
S 3.941 -2.982 -0.769
O 3.255 -1.703 -0.808
O 3.824 -3.823 -1.950
O 3.695 -3.612 0.483
*
```

---

Frontier orbital gap per entry: 8.43; 5.30 eV
M per entry: 1039.04; 1146.31 g/mol